Record 1
{"formula": "C7H9Br2N2O4", "method": "the ωB97M-V functional and the def2-TZVPD basis", "gap_ev": [7.4, 7.4], "total_charge": 1, "lumo_energy_ha": [-0.2119, -0.2118], "de_lowest_kcal_mol": 27.93, "homo_ev": [-13.139, -13.144], "elements": ["C", "C", "C", "C", "C", "C", "C", "N", "N", "O", "O", "O", "O", "Br", "Br", "H", "H", "H", "H", "H", "H", "H", "H", "H"], "coordinates": [[-2.08611, -2.16651, 0.19662], [0.38520, 1.66741, -0.26205], [-0.61778, 1.87728, 0.59914], [-0.17180, -1.65436, 2.11027], [1.80687, 1.08059, 0.12980], [-1.11016, -1.15353, -0.08211], [-1.57817, 0.09033, -0.88046], [-2.84091, -3.00154, 0.38350], [2.57349, 0.88979, -1.06023], [0.27852, 2.05114, -1.55290], [-1.21177, 2.20205, 1.53633], [-1.12660, 0.23934, -2.09457], [-0.50243, -0.71479, 1.13236], [0.26769, -2.28872, -1.15074], [-3.51691, 0.51035, -0.71422], [-0.92741, -1.87845, 2.84032], [0.71092, -1.16781, 2.58485], [0.06994, -2.56719, 1.41390], [2.14138, 1.78367, 0.87731], [1.60664, 0.22307, 0.70031], [1.07679, 1.63046, -1.86526], [3.09578, 0.06319, -1.08828], [3.31473, 1.51469, -1.02532], [-1.63791, 0.76955, -2.72859]]}



Record 2
{"formula": "C7H9Br3O2", "method": "the ωB97M-V functional and the def2-TZVPD basis", "gap_ev": 10.1, "total_charge": 0, "lumo_energy_ha": 0.0223, "de_lowest_kcal_mol": 0.00, "homo_ev": -9.470, "elements": ["C", "C", "C", "C", "C", "C", "C", "O", "O", "Br", "Br", "Br", "H", "H", "H", "H", "H", "H", "H", "H", "H"], "coordinates": [[0.22397, -0.74208, 2.19467], [-0.85411, -1.69824, 1.62914], [0.00304, -0.02316, -2.48372], [-0.56485, 1.27367, -1.78881], [1.08512, -0.34546, 0.95516], [0.01973, -0.25638, -0.20249], [-1.45201, -0.97062, 0.45623], [0.34048, -0.85921, -1.39295], [-0.21824, 1.09188, -0.42353], [2.53812, -1.48412, 0.48892], [-2.24663, -2.08459, -0.87086], [-2.62970, 0.44519, 0.92093], [-0.31933, 0.11984, 2.64082], [1.00650, -1.15275, 2.84000], [-0.45064, -2.75173, 1.50495], [-1.55139, -1.87584, 2.55894], [-0.67780, -0.62478, -3.13829], [0.76523, 0.39356, -3.13069], [-0.03289, 2.16100, -2.20113], [-1.74074, 1.61728, -1.73498], [1.47650, 0.61738, 1.15995]]}



Record 3
{"formula": "C7H9BrN2", "method": "the ωB97M-V functional and the def2-TZVPD basis", "gap_ev": 10.4, "total_charge": 0, "lumo_energy_ha": 0.0123, "smiles": "C[C@H](Br)C[C@H](C#N)CC#N", "de_lowest_kcal_mol": 0.00, "homo_ev": -10.073, "elements": ["C", "C", "Br", "C", "C", "C", "N", "C", "C", "N", "H", "H", "H", "H", "H", "H", "H", "H", "H"], "coordinates": [[1.65131, -0.85782, -0.84004], [1.49816, 0.40885, 0.00483], [1.71276, -0.02363, 1.88458], [0.26954, 1.25879, -0.31016], [-1.14064, 0.80244, 0.10456], [-1.45380, 1.07766, 1.51374], [-1.48911, 1.13636, 2.66328], [-1.54455, -0.63699, -0.28843], [-1.20997, -1.68741, 0.66573], [-0.88556, -2.52484, 1.38443], [1.16619, -1.71672, -0.38241], [2.70998, -1.09782, -0.91099], [1.27034, -0.70104, -1.84889], [2.35396, 1.03975, -0.21760], [0.43102, 2.24940, 0.11203], [0.24570, 1.36279, -1.39624], [-1.82291, 1.43633, -0.46589], [-1.13352, -0.87905, -1.26561], [-2.62891, -0.64706, -0.40695]]}



Record 4
{"formula": "C7H9BrN2P", "method": "the ωB97M-V functional and the def2-TZVPD basis", "gap_ev": 8.0, "total_charge": 1, "lumo_energy_ha": -0.1843, "de_lowest_kcal_mol": 32.15, "homo_ev": -12.972, "elements": ["C", "C", "C", "C", "C", "C", "C", "N", "N", "P", "Br", "H", "H", "H", "H", "H", "H", "H", "H", "H"], "coordinates": [[1.88847, -1.44648, -0.63118], [-0.50273, -1.54040, -0.88924], [1.99553, -1.37999, -1.99599], [-0.43371, -1.52653, -2.28011], [0.62184, -1.53749, -0.00497], [0.86330, -1.49928, -2.81142], [0.50339, -1.52156, 1.37267], [0.46434, -1.76901, 2.52775], [-0.28296, 0.97274, 1.29172], [-1.13014, 1.91476, 0.48621], [0.94672, -1.44166, -4.72399], [2.70292, -1.37028, 0.05501], [-1.44785, -1.37825, -0.46008], [2.98082, -1.34424, -2.51547], [-1.40045, -1.75173, -2.81909], [0.63168, -1.28527, 3.41364], [-1.67587, 1.02618, -0.35088], [0.04714, 1.36087, 2.17238], [-0.49516, 2.99491, -0.27506], [-2.23743, 2.70932, 1.11575]]}